1.
Below is a single C5H9F2NSi molecule, with properties calculated with ωB97M-V/def2-TZVPD.

The geometry in XYZ format:
```
18
Properties=species:S:1:pos:R:3:mulliken_charge:R:1
F 2.48 0.92 -0.72 -0.323
H 1.65 -2.08 0.12 0.366
H -0.15 1.18 -1.74 0.291
C -0.46 1.79 -0.84 -1.061
F 2.70 0.03 1.18 -0.310
H 0.12 2.73 -1.05 0.306
C 1.62 -1.27 -0.55 -1.210
C -0.76 -0.31 1.69 -1.017
H -1.13 -1.27 1.19 0.319
H 0.63 -1.22 -1.11 0.262
H -1.48 2.00 -1.07 0.416
H 0.00 -0.60 2.41 0.341
H 2.43 -1.38 -1.40 0.318
C 0.73 2.30 2.02 0.200
H -1.52 0.15 2.37 0.360
N 0.95 3.12 2.77 -0.460
Si 0.18 0.98 0.72 0.314
C 1.81 0.09 0.19 0.889
```

The value obtained for the energy above the lowest of the compared OMol25 structures with the same formula, charge and spin is 85.0 kcal per mole. The calculated total energy comes out at -739.900701 hartree. The gap between HOMO and LUMO comes out at 0.4180 Eh. As for the SMILES: CC(F)(F)[Si](C)(C)C#N.



2.
Below is a molecular structure, C7H6OS2, with properties calculated with ωB97M-V/def2-TZVPD.

The geometry in XYZ format:
```
16
Properties=species:S:1:pos:R:3:mulliken_charge:R:1
H 1.51 2.36 -0.13 0.349
S 2.25 -1.11 -0.28 -0.249
C -2.11 0.28 0.32 -0.697
H -2.08 0.02 1.41 0.328
C 0.60 -0.89 0.06 0.704
H 3.60 1.04 -0.33 0.469
C 0.35 0.40 -0.08 0.128
H -3.11 0.97 0.36 0.335
H -0.25 -2.81 -0.77 0.414
S -2.07 -1.26 -0.62 -0.123
C 2.68 0.52 -0.32 -0.311
C 1.54 1.26 -0.16 -1.016
H -0.50 -2.30 1.16 0.270
O -1.08 2.34 -0.57 -0.577
C -0.96 1.20 -0.06 0.547
C -0.36 -2.04 0.00 -0.573
```

The value obtained for the energy above the lowest of the compared OMol25 structures with the same formula, charge and spin is 37.8 kcal per mole. The calculated total energy comes out at -1141.884269 hartree. The gap between HOMO and LUMO comes out at 0.3338 Eh.



3.
Below is 11 unconnected molecules or ions with the total composition C23H68N8O11, with properties calculated with ωB97M-V/def2-TZVPD.

The geometry in XYZ format:
```
110
Properties=species:S:1:pos:R:3:mulliken_charge:R:1
H -18.77 18.03 -4.32 0.279
H -18.89 18.13 -7.66 0.425
H -23.88 10.41 1.04 0.190
O -18.04 20.19 -1.29 -0.424
H -20.05 18.83 -0.81 -0.443
O -24.47 12.91 -1.03 -0.627
H -24.42 16.31 5.10 0.364
H -23.54 11.51 -4.88 0.511
N -25.51 12.26 0.95 -0.430
H -24.67 14.68 4.44 0.344
H -20.21 15.30 -3.65 -0.775
H -22.18 15.79 2.19 -0.423
C -24.03 15.32 5.00 -1.632
H -26.07 13.07 0.83 0.254
C -26.04 10.78 -3.52 -1.215
C -23.39 16.58 -0.56 -0.850
C -20.59 19.15 0.11 -0.518
C -22.94 16.18 -1.99 2.769
H -19.75 16.80 -0.08 -0.070
C -18.40 16.67 -2.66 -0.059
N -17.94 17.87 -2.69 -0.245
H -21.49 14.62 5.10 0.429
N -21.63 14.60 -6.91 -0.198
H -25.86 11.40 -5.62 0.275
C -21.39 13.37 0.94 -0.461
H -24.25 13.21 -5.25 0.563
C -18.41 21.09 -2.11 0.505
H -17.83 20.93 -3.01 0.171
H -18.34 18.69 -2.17 -0.429
H -17.14 16.13 -4.23 0.319
H -20.76 17.47 3.09 0.356
H -20.10 20.06 -2.95 0.045
O -23.01 16.28 -7.81 -0.789
H -22.88 15.05 -4.73 -0.723
C -21.03 18.22 2.38 -1.708
H -23.13 10.81 -0.54 0.267
H -21.31 13.41 2.05 0.307
H -20.85 13.87 -1.93 0.046
H -23.35 15.66 0.08 0.038
H -26.63 9.91 -3.81 0.403
H -17.00 17.97 -3.02 0.223
H -24.13 12.84 -3.57 -0.009
H -21.21 14.57 -7.84 0.275
N -20.96 13.20 -2.66 -0.053
H -22.00 15.59 -1.90 -0.814
C -19.80 17.88 -5.76 2.751
H -23.85 14.64 -1.74 0.258
O -20.33 16.88 0.67 -0.182
H -23.87 16.39 2.49 0.479
O -23.74 15.31 -2.41 -0.561
H -23.45 17.85 -3.26 0.433
H -22.69 17.15 -0.06 -0.336
H -17.23 20.49 -0.83 0.272
H -21.98 16.92 -3.64 -0.270
H -16.95 22.35 -1.10 0.492
C -22.57 17.31 -2.87 -0.399
H -20.67 19.39 -6.98 0.473
N -18.00 15.91 -3.65 -0.123
H -18.21 16.82 -6.62 0.249
H -21.72 18.03 -6.63 0.283
H -20.75 15.16 0.51 0.418
H -20.06 17.07 -5.10 -0.892
H -25.36 10.46 -2.71 0.121
H -22.16 16.30 4.43 0.398
C -22.59 15.46 -6.74 0.057
H -21.63 19.17 0.03 0.386
N -23.88 10.95 0.18 -0.345
H -22.11 18.09 2.24 0.231
C -17.96 22.50 -1.47 -1.539
H -24.33 17.10 -0.56 0.577
O -19.47 16.32 -1.81 -0.256
H -22.44 13.44 0.75 0.010
H -20.44 21.31 -1.63 0.228
C -21.26 13.45 -3.87 0.683
H -21.10 12.36 0.68 0.447
C -24.80 12.82 -4.43 -1.204
H -23.85 14.94 5.98 0.423
H -20.00 21.80 -3.30 0.478
C -19.13 17.33 -6.97 -1.579
H -21.60 13.74 -6.36 0.181
C -19.83 21.05 -2.54 -0.879
H -21.02 14.81 -5.28 -0.216
H -18.02 23.36 -2.19 0.330
C -25.27 11.38 -4.72 0.433
H -18.14 14.88 -3.47 0.331
O -22.06 14.42 4.31 -0.457
H -23.54 14.69 2.29 0.282
H -19.20 18.21 1.28 0.373
H -21.42 19.24 -5.35 0.202
H -20.89 19.21 2.80 0.490
H -19.80 16.68 -7.46 0.313
H -18.54 22.72 -0.63 0.394
H -20.25 20.04 0.59 0.667
O -24.21 10.81 -4.98 -0.570
H -25.79 11.46 1.50 0.173
C -24.63 12.01 0.03 0.291
H -23.98 16.09 -5.49 0.246
O -21.84 12.51 -4.70 -0.875
H -21.82 17.95 -2.33 -0.273
C -22.74 15.46 4.14 0.300
O -20.63 14.29 0.17 -0.484
N -23.22 15.50 -5.59 0.523
C -21.01 18.70 -6.21 -1.365
C -20.28 18.04 1.08 0.108
H -25.65 13.47 -4.13 0.470
C -23.11 15.63 2.69 -0.398
N -20.76 14.62 -4.29 0.452
H -26.70 11.53 -3.16 0.319
H -21.30 12.28 -2.39 0.289
O -19.00 18.54 -5.12 -0.574
```

The value obtained for the energy above the lowest of the compared OMol25 structures with the same formula, charge and spin is 216.0 kcal per mole. The calculated total energy comes out at -2182.554414 hartree. The gap between HOMO and LUMO comes out at 0.3020 Eh. As for the SMILES: NC(N)=O.NC(N)=O.NC(N)=O.NC(N)=O.CC(C)O.CC(C)O.CC(C)O.CC(C)O.CC(C)O.CC(C)O.CO.



4.
Below is a single C2H2N2O2S2 molecule, with properties calculated with ωB97M-V/def2-TZVPD.

The geometry in XYZ format:
```
10
Properties=species:S:1:pos:R:3:mulliken_charge:R:1
N 1.09 2.00 0.22 -0.583
S -3.36 -0.16 -0.40 -0.147
O 0.18 -2.22 -0.66 -0.440
C 0.40 0.96 0.35 0.028
C -0.94 0.90 0.02 0.684
H 2.07 2.05 0.36 0.281
N -2.00 0.41 -0.08 -0.005
S 0.48 -1.69 0.87 0.208
O 1.13 -0.23 0.54 -0.380
H 0.96 -2.02 -1.21 0.352
```

The value obtained for the energy above the lowest of the compared OMol25 structures with the same formula, charge and spin is 84.9 kcal per mole. The calculated total energy comes out at -1133.650570 hartree. The gap between HOMO and LUMO comes out at 0.3052 Eh. As for the SMILES: [H]/N=C(/C#[N+][S-])OSO.